ORCA calculation (the ωB97M-V functional and the def2-TZVPD basis) on 2 unconnected molecules or ions with the total composition C5H16N3S.

CARTESIAN COORDINATES (ANGSTROEM)
C1 0.388 2.702 0.390
C2 -1.601 1.152 0.464
N1 -0.808 2.132 -0.213
N2 -2.811 0.844 0.002
N3 -1.159 0.610 1.693
H1 -0.873 2.265 -1.167
H2 -3.546 0.479 0.649
H3 -3.163 1.480 -0.612
H4 -1.775 0.024 2.118
H5 -0.224 0.484 1.988
H6 0.153 3.325 1.283
H7 0.833 3.484 -0.176
H8 1.299 2.100 0.447
C3 1.154 -2.299 -1.129
C4 -0.277 -2.661 -1.544
C5 2.314 -0.418 0.714
S1 1.005 -0.472 -0.630
H9 1.461 -2.775 -0.196
H10 1.753 -2.570 -2.054
H11 -0.120 -3.385 -2.310
H12 -0.868 -1.808 -1.997
H13 2.436 -1.420 1.016
H14 2.026 0.072 1.685
H15 3.272 -0.121 0.329
H16 -0.870 -3.224 -0.749

Atomic forces in eV per Å
C 0.389 0.847 1.096
C 3.572 1.379 1.497
N -1.043 -2.543 4.257
N 0.285 -1.891 2.806
N -0.725 3.235 -4.309
H -0.730 -0.062 -2.222
H 1.274 0.117 -0.850
H -1.260 1.979 -2.263
H -2.083 -1.909 1.390
H 1.095 0.346 -0.390
H 0.069 -1.244 -0.023
H -0.442 0.778 -1.560
H -0.637 -0.770 0.670
C -0.949 1.196 -0.433
C -0.983 -0.518 0.718
C -1.057 0.402 0.103
S 1.533 -1.078 0.474
H 0.158 -0.281 -0.547
H 0.127 0.987 1.606
H -0.458 -0.618 -0.837
H 0.675 -0.950 0.675
H 0.129 -1.373 0.271
H 0.181 0.148 -1.293
H 0.233 0.632 -0.022
H 0.647 1.191 -0.814

As for the charge: +1. The calculation puts the lowest unoccupied orbital energy at -3.07 eV. The HOMO energy comes out at -11.911 eV. Its molar mass is 150.27 g/mol. The value obtained for the energy above the lowest of the compared OMol25 structures with the same formula, charge and spin is 54.7 kcal per mole.

Need the natural (NBO) charges? In units of e they are:
1. C -0.473
2. C 0.725
3. N -0.569
4. N -0.741
5. N -0.753
6. H 0.422
7. H 0.432
8. H 0.410
9. H 0.397
10. H 0.432
11. H 0.233
12. H 0.251
13. H 0.226
14. C -0.470
15. C -0.633
16. C -0.728
17. S 0.068
18. H 0.219
19. H 0.235
20. H 0.221
21. H 0.212
22. H 0.223
23. H 0.207
24. H 0.234
25. H 0.219